(1)
{
  "formula": "C21H16F12MgNO3",
  "method": "ωB97M-V with the def2-TZVPD basis set",
  "total_charge": -1,
  "orbital_gap_ev": 6.63,
  "lumo_energy_ev": 2.79,
  "e_above_lowest_kcal_mol": 7.45,
  "homo_energy_ha": -0.1409,
  "elements": ["Mg", "C", "C", "C", "C", "C", "N", "C", "C", "C", "C", "C", "C", "C", "C", "O", "C", "F", "F", "F", "C", "F", "F", "F", "C", "C", "C", "O", "C", "F", "F", "F", "C", "F", "F", "F", "H", "H", "H", "H", "H", "H", "H", "H", "H", "H", "H", "H", "C", "O", "H", "H", "H", "H"],
  "positions_angstrom": [[0.560699, 0.280119, -1.867202], [4.148986, -1.781253, 3.780794], [3.095970, -1.283927, 2.823441], [1.849990, -0.862239, 3.253242], [0.892130, -0.420150, 2.357898], [1.109679, -0.378835, 0.969002], [0.166197, 0.078066, 0.076678], [-1.186509, 0.118772, 0.330104], [-1.813581, -0.847352, 1.149928], [-3.169404, -0.860533, 1.395553], [-4.008200, 0.089717, 0.827275], [-5.490126, 0.119873, 1.103339], [-3.418827, 1.007826, -0.026287], [-2.055423, 1.048455, -0.331435], [-1.541813, 2.152714, -1.327882], [-0.434080, 1.849837, -2.042466], [-2.633880, 2.492024, -2.412981], [-3.675547, 3.240603, -1.973273], [-2.106370, 3.164938, -3.434017], [-3.156482, 1.353980, -2.930723], [-1.264405, 3.436227, -0.490733], [-0.232224, 3.230466, 0.337295], [-2.312382, 3.818973, 0.271459], [-0.950829, 4.482203, -1.279913], [2.433261, -0.735338, 0.524324], [3.354105, -1.189901, 1.458341], [2.822552, -0.584057, -0.972209], [1.895697, -1.073933, -1.841811], [4.155288, -1.300755, -1.356501], [4.023437, -2.624007, -1.168508], [4.426669, -1.104723, -2.658402], [5.261031, -0.919036, -0.678179], [3.077864, 1.004039, -1.270069], [2.500717, 1.807500, -0.380407], [2.475375, 1.322104, -2.481306], [4.352211, 1.370634, -1.380127], [3.742766, -1.881866, 4.789006], [4.538274, -2.758469, 3.483923], [5.002351, -1.099710, 3.841379], [1.615646, -0.867198, 4.314370], [-0.056677, -0.069546, 2.739599], [-1.190497, -1.611502, 1.593759], [-3.583980, -1.631502, 2.039272], [-5.773206, -0.673238, 1.797807], [-5.802604, 1.068481, 1.547477], [-6.077609, -0.017055, 0.191793], [-4.068656, 1.743489, -0.478632], [4.339913, -1.482658, 1.125789], [-0.826539, -2.389851, -2.579982], [-0.890678, -0.966004, -2.720652], [-1.590014, -2.863511, -3.197178], [-0.951689, -2.674889, -1.534517], [0.164975, -2.689516, -2.904353], [-1.743565, -0.638487, -2.403077]],
  "atomic_forces_ev_per_a": [[-0.598, -0.268, -0.449], [0.004, -0.004, 0.013], [0.013, -0.013, -0.015], [-0.069, 0.034, 0.035], [0.030, -0.016, 0.041], [0.042, -0.009, -0.240], [0.252, 0.070, 0.244], [0.066, 0.066, -0.132], [-0.011, 0.014, -0.022], [-0.039, -0.041, 0.033], [-0.013, -0.040, 0.034], [-0.016, -0.011, 0.013], [0.064, 0.102, -0.170], [-0.029, 0.084, 0.031], [0.050, -0.312, 0.123], [-0.363, 0.252, -0.039], [0.126, 0.033, 0.281], [-0.028, -0.084, -0.092], [-0.040, 0.038, -0.044], [0.005, 0.039, 0.024], [0.086, -0.143, -0.099], [-0.096, 0.071, -0.069], [0.064, 0.047, -0.015], [-0.027, -0.007, 0.131], [-0.157, 0.070, -0.035], [0.101, 0.017, -0.049], [0.067, 0.196, 0.014], [0.441, 0.191, 0.199], [-0.296, -0.075, 0.132], [0.109, 0.047, -0.049], [0.031, -0.020, 0.072], [0.060, -0.027, -0.108], [-0.180, -0.497, -0.186], [0.110, 0.047, 0.081], [0.200, -0.062, 0.434], [0.095, 0.104, -0.041], [-0.018, 0.003, -0.020], [-0.014, 0.010, -0.014], [-0.015, 0.003, -0.031], [0.001, -0.005, -0.020], [0.003, 0.000, -0.001], [0.009, -0.001, -0.005], [0.008, 0.013, -0.008], [0.025, -0.002, -0.010], [0.038, 0.003, -0.014], [0.025, 0.008, -0.008], [-0.029, 0.005, 0.005], [-0.037, -0.005, 0.061], [0.063, 0.087, 0.155], [-0.088, -0.015, -0.130], [-0.021, -0.012, -0.022], [-0.012, -0.017, 0.013], [0.016, 0.008, 0.007], [-0.007, 0.024, -0.037]],
  "lowdin_charge": [0.667, -0.071, -0.294, -0.064, -0.034, -0.209, 0.022, -0.223, -0.039, -0.060, -0.288, -0.067, -0.008, -0.049, -0.353, -0.162, -0.534, 0.119, 0.157, 0.132, -0.538, 0.163, 0.135, 0.147, -0.042, 0.000, -0.337, -0.168, -0.552, 0.151, 0.148, 0.116, -0.488, 0.174, 0.098, 0.165, 0.064, 0.071, 0.072, 0.102, 0.103, 0.107, 0.103, 0.065, 0.074, 0.072, 0.113, 0.108, -0.085, -0.131, 0.083, 0.092, 0.085, 0.090]
}

***

(2)
{
  "formula": "C21H16F3N3O5S2",
  "method": "ωB97M-V with the def2-TZVPD basis set",
  "total_charge": 0,
  "orbital_gap_ev": 8.14,
  "smiles": "CS(=O)(=O)c1ccc(-c2nc(C(F)(F)F)c(C(=O)N3CCc4ccccc4C3)s2)cc1[N+](=O)[O-]",
  "lumo_energy_ev": -1.37,
  "e_above_lowest_kcal_mol": 0.00,
  "homo_energy_ha": -0.3496,
  "elements": ["C", "S", "O", "O", "C", "C", "C", "C", "C", "N", "C", "C", "F", "F", "F", "C", "C", "O", "N", "C", "C", "C", "C", "C", "C", "C", "C", "C", "S", "C", "C", "N", "O", "O", "H", "H", "H", "H", "H", "H", "H", "H", "H", "H", "H", "H", "H", "H", "H", "H"],
  "positions_angstrom": [[5.491527, 6.770320, 0.365654], [3.693870, 6.543438, 0.434463], [2.963509, 7.319519, -0.583998], [3.383491, 6.993333, 1.827623], [3.400342, 4.735279, 0.295016], [3.091681, 4.032117, 1.483278], [2.723499, 2.687946, 1.437444], [2.633972, 1.972398, 0.242687], [2.164930, 0.581442, 0.186043], [2.382476, -0.239914, -0.850852], [1.815734, -1.497845, -0.696410], [1.857445, -2.628333, -1.670784], [2.272332, -3.753989, -1.073049], [2.655618, -2.410804, -2.718164], [0.607433, -2.870095, -2.147139], [1.168219, -1.588167, 0.540602], [0.486203, -2.767175, 1.120136], [1.157655, -3.553506, 1.783720], [-0.877675, -3.005713, 0.820630], [-1.588979, -4.124213, 1.399655], [-2.495979, -3.621614, 2.519966], [-3.295319, -2.408893, 2.086649], [-4.330689, -2.017401, 2.911644], [-5.127374, -0.948950, 2.489360], [-4.864220, -0.286708, 1.342324], [-3.757321, -0.598108, 0.550353], [-2.948191, -1.687784, 0.932032], [-1.704142, -2.046401, 0.076403], [1.283176, -0.128283, 1.515831], [2.976542, 2.680995, -0.912324], [3.297552, 4.042955, -0.922866], [3.546269, 4.676051, -2.159935], [2.626253, 4.737071, -2.982690], [4.653535, 5.167174, -2.338187], [5.550532, 7.848796, 0.306360], [6.028568, 6.387034, 1.244895], [5.933856, 6.371728, -0.523298], [3.154213, 4.462600, 2.459750], [2.502103, 2.200714, 2.363975], [-0.911998, -4.930839, 1.729258], [-2.242005, -4.550292, 0.634052], [-3.170572, -4.434443, 2.844266], [-1.934128, -3.338704, 3.443304], [-4.539156, -2.622300, 3.812178], [-5.967015, -0.625146, 3.141568], [-5.500676, 0.557049, 1.040258], [-3.579721, -0.046903, -0.381660], [-2.009638, -2.576380, -0.835615], [-1.175387, -1.162918, -0.257434], [2.976501, 2.162711, -1.868124]],
  "atomic_forces_ev_per_a": [[-0.383, -0.036, -0.171], [-0.985, 2.642, 2.365], [1.590, -2.095, 0.745], [0.497, -1.804, -2.371], [-0.599, 0.126, 0.495], [0.261, -0.425, -1.189], [0.016, 0.248, -0.354], [0.421, 1.143, -0.129], [0.425, -1.785, -1.397], [-0.336, 0.737, 0.707], [-0.568, 2.429, 3.257], [-0.010, -0.270, -0.513], [-0.112, 0.097, -0.052], [-0.163, 0.210, 0.223], [0.319, 0.036, 0.068], [0.079, 0.539, -0.625], [-1.492, -2.392, 0.384], [-0.728, 0.758, -0.329], [2.762, 1.513, -0.024], [-0.183, -0.332, 0.463], [0.279, -0.052, 0.741], [0.905, -0.518, -0.002], [-0.628, 0.157, -0.495], [-0.950, -0.744, 2.619], [0.256, 1.575, -1.760], [0.061, -0.876, 0.240], [-0.046, 0.804, -0.684], [-1.179, -1.253, 0.706], [0.264, -1.117, -1.913], [-0.112, 0.052, -1.010], [-0.323, -1.469, 2.673], [-0.341, 1.611, -2.881], [1.099, -0.482, 1.260], [-0.422, -0.358, 0.361], [0.105, 0.320, 0.186], [-0.712, 0.092, -0.128], [-0.011, -0.374, -0.631], [0.027, 0.714, 0.149], [-0.095, -0.200, 0.459], [-0.076, 0.663, -0.152], [0.100, 0.012, -0.217], [0.147, 0.319, -0.244], [-0.035, -0.276, -0.725], [0.012, 0.607, -0.510], [0.589, -0.267, -0.633], [0.261, -0.440, 0.155], [0.094, -0.205, 0.468], [-0.201, 0.220, -0.003], [0.284, 0.098, 0.309], [-0.166, 0.047, 0.109]],
  "lowdin_charge": [-0.124, 0.727, -0.310, -0.358, -0.161, -0.015, -0.026, -0.192, -0.488, 0.129, -0.155, -0.564, 0.165, 0.165, 0.136, -0.352, -0.443, 0.074, -0.043, -0.138, -0.121, -0.189, -0.038, -0.104, -0.114, -0.028, -0.121, -0.079, 1.172, 0.076, -0.142, -0.348, 0.122, 0.098, 0.068, 0.083, 0.043, 0.113, 0.095, 0.134, 0.133, 0.124, 0.136, 0.126, 0.117, 0.112, 0.119, 0.131, 0.116, 0.138]
}